Entry 1:
Below is C4H9N2 as an isolated structure in a non-equilibrium geometry, with properties calculated with ωB97M-V/def2-TZVPD.

```
15
Properties=species:S:1:pos:R:3:nbo_charge:R:1
H -2.34 -0.90 -1.51 0.228
H 2.33 0.75 -1.33 0.400
H -0.63 0.86 1.61 0.222
H -2.09 -1.22 1.34 0.292
C 1.42 0.37 0.36 -0.060
H -0.64 -1.73 0.62 0.256
H 2.17 -0.96 -1.04 0.409
H -1.78 1.89 -0.70 0.477
C -1.33 -0.90 0.58 -0.527
N -1.55 0.84 -0.50 -0.435
N 2.26 0.00 -0.68 -0.737
C -0.77 0.48 0.65 -0.154
C -1.97 -0.40 -0.68 0.194
H 1.36 1.47 0.56 0.224
H 1.22 -0.39 1.13 0.211
```

## Properties
Frontier orbital gap (spin up / spin down) (eV): 7.6 / 7.6
E_HOMO (spin up / spin down) (eV): -12.244 / -12.244
Net charge: +1
Spin multiplicity: 1


Entry 2:
Below is an isolated ion of composition C4H9N2 and charge +1 in a non-equilibrium geometry, with properties calculated with ωB97M-V/def2-TZVPD.

```
15
Properties=species:S:1:pos:R:3:lowdin_spin:R:1
H 1.91 1.27 1.23 0.062
C 1.30 0.42 0.92 0.824
H 2.61 0.13 -0.80 0.008
N 1.77 -0.21 -0.33 0.090
H -2.58 0.67 0.39 0.012
H 0.72 1.54 -1.06 0.013
H 1.66 -1.22 -0.43 0.010
H -0.86 -1.52 1.20 0.031
C -0.95 -1.31 0.13 0.082
H -1.97 -1.55 -0.17 0.009
H -1.57 1.96 -0.14 0.010
C -0.69 0.13 -0.13 0.490
H -0.27 -1.97 -0.40 0.004
N -1.69 0.97 0.01 0.233
C 0.62 0.67 -0.43 0.121
```

## Properties
Frontier orbital gap (spin up / spin down) (eV): 6.2 / 8.3
E_HOMO (spin up / spin down) (eV): -9.602 / -14.905
Net charge: +1
Spin multiplicity: 3
<S²>: 2.010


Entry 3:
Below is an isolated ion of composition C4H9N2O and charge +1 in a non-equilibrium geometry, with properties calculated with ωB97M-V/def2-TZVPD.

```
16
Properties=species:S:1:pos:R:3:nbo_charge:R:1
O 0.61 0.25 -0.10 -0.284
H -2.44 1.24 0.55 0.234
H 1.53 -1.68 0.06 0.234
C -1.58 1.35 -0.11 -0.415
H 4.38 0.98 0.24 0.214
H -0.92 2.18 0.00 0.236
H -2.00 1.46 -1.12 0.201
H -1.32 -1.48 -1.37 0.211
N 2.83 -0.01 0.23 -0.364
C 3.66 0.59 -0.39 0.126
H -2.42 -0.95 -0.02 0.248
C -1.44 -1.12 -0.39 -0.459
C 1.66 -0.58 0.08 0.498
H 3.63 0.73 -1.43 0.205
H -1.23 -2.00 0.27 0.215
N -0.78 0.13 -0.01 -0.098
```

## Properties
Frontier orbital gap (spin up / spin down) (eV): 8.2 / 8.2
Structure (SMILES): C=[N+]=CON(C)C
E_HOMO (spin up / spin down) (eV): -12.904 / -12.904
Net charge: +1
Spin multiplicity: 1


Entry 4:
Below is an isolated ion of composition C4H9N2O and charge +1 in a non-equilibrium geometry, with properties calculated with ωB97M-V/def2-TZVPD.

```
16
Properties=species:S:1:pos:R:3:nbo_charge:R:1
H 0.27 -0.14 -1.34 0.434
H 0.19 1.86 -0.16 0.231
C -0.08 -1.49 0.04 -0.565
O -3.59 -0.47 0.39 -0.340
C -0.26 0.97 0.18 -0.036
H -1.83 1.63 -0.81 0.442
N 0.52 -0.15 -0.35 -0.397
H 2.07 -0.30 1.07 0.240
H 2.35 1.02 -0.06 0.229
C 1.99 0.00 0.00 -0.433
H 0.29 -1.97 1.02 0.227
H -0.30 0.91 1.35 0.247
H 2.66 -0.71 -0.46 0.263
N -1.67 0.90 -0.18 -0.646
H -0.06 -2.10 -0.87 0.200
C -2.54 0.03 0.18 0.905
```

## Properties
Frontier orbital gap (spin up / spin down) (eV): 8.0 / 6.8
E_HOMO (spin up / spin down) (eV): -12.454 / -11.715
Net charge: +1
Spin multiplicity: 1


Entry 5:
Below is an isolated ion of composition C4H9N2O and charge +1 in a non-equilibrium geometry, with properties calculated with ωB97M-V/def2-TZVPD.

```
16
Properties=species:S:1:pos:R:3:nbo_charge:R:1
H -2.17 -1.69 0.14 0.445
C -0.06 -1.68 -0.27 -0.226
N 0.80 0.50 -0.55 -0.179
H -0.10 -1.86 -1.38 0.239
C 1.11 -0.73 0.12 -0.302
H 1.27 -0.49 1.21 0.206
H 0.45 2.43 -0.30 0.240
C -1.38 0.28 -0.05 0.714
H 1.43 1.78 1.13 0.200
H 2.16 -0.98 -0.16 0.283
N -1.34 -1.03 0.07 -0.575
O -2.33 1.17 0.01 -0.625
H -3.25 1.00 0.32 0.535
H 0.20 -2.64 0.16 0.253
C 1.13 1.77 0.02 -0.471
H 2.09 2.18 -0.47 0.262
```

## Properties
Frontier orbital gap (spin up / spin down) (eV): 8.6 / 8.6
E_HOMO (spin up / spin down) (eV): -13.927 / -13.927
Net charge: +1
Spin multiplicity: 1


Entry 6:
Below is a 2-piece molecular cluster, C4H9N2O overall in a non-equilibrium geometry, with properties calculated with ωB97M-V/def2-TZVPD.

```
16
Properties=species:S:1:pos:R:3:nbo_charge:R:1
H -2.45 -0.38 -1.08 0.393
H 2.76 1.18 -1.74 0.265
H 1.17 2.25 0.76 0.287
C -1.65 -1.08 0.64 0.303
H 2.72 1.34 0.96 0.265
C 1.84 1.51 0.35 -0.477
N -2.49 -2.09 0.86 -0.749
H 1.27 -0.70 -0.30 0.229
O -0.92 0.73 -0.59 -0.502
H -2.33 -2.73 1.61 0.432
C 1.29 0.37 -0.34 0.263
H -3.30 -2.24 0.28 0.420
N -1.71 -0.28 -0.38 -0.168
C 1.86 1.40 -1.17 -0.472
H -0.83 -0.94 1.34 0.221
H 1.19 2.07 -1.69 0.290
```

## Properties
Frontier orbital gap (spin up / spin down) (eV): 7.9 / 7.9
E_HOMO (spin up / spin down) (eV): -12.853 / -12.852
Net charge: +1
Spin multiplicity: 1


Entry 7:
Below is a 2-piece molecular cluster, C4H9N2O overall in a non-equilibrium geometry, with properties calculated with ωB97M-V/def2-TZVPD.

```
16
Properties=species:S:1:pos:R:3:nbo_charge:R:1
H -1.93 1.56 0.93 0.493
N 0.46 -0.64 0.78 -0.511
O -1.20 1.43 0.41 -0.913
H 1.96 0.85 1.23 0.273
C -0.25 -0.36 -0.34 0.624
C -1.57 -1.00 -0.65 -0.696
H 2.47 1.14 -1.13 0.246
H 2.51 -0.80 0.88 0.278
H -1.83 -1.67 0.08 0.238
H -1.46 -1.75 -1.45 0.278
C 1.67 0.46 -0.78 0.233
H -2.45 -0.34 -0.98 0.288
N 0.50 0.24 -1.29 -0.446
H 0.32 -1.25 1.59 0.454
C 1.76 -0.13 0.58 -0.333
H -0.98 2.26 0.12 0.492
```

## Properties
Frontier orbital gap (eV): 10.8
E_HOMO (eV): -15.581
Net charge: +1
Spin multiplicity: 1


Entry 8:
Below is an isolated ion of composition C4H9N2O and charge +1 in a non-equilibrium geometry, with properties calculated with ωB97M-V/def2-TZVPD.

```
16
Properties=species:S:1:pos:R:3:nbo_charge:R:1
H 0.37 0.90 1.89 0.233
H -0.36 -1.29 1.81 0.470
H 1.21 0.28 -0.85 0.210
N 0.00 -1.01 0.89 -0.550
H 0.85 2.04 -0.29 0.278
H -1.47 1.32 -0.14 0.247
C 0.56 0.91 -0.28 -0.415
C -0.95 -0.80 -0.26 0.474
N -1.02 -1.96 -1.14 -0.344
H 1.78 0.11 1.46 0.260
H -1.14 0.67 -1.74 0.267
O -2.13 -1.74 -0.27 -0.298
C -0.83 0.60 -0.76 -0.450
H 0.68 -1.84 0.66 0.472
H -1.13 -1.86 -2.16 0.386
C 0.77 0.25 1.06 -0.239
```

## Properties
Frontier orbital gap (eV): 10.7
Structure (SMILES): C1C[NH2+][C@@]2(C1)NO2
E_HOMO (eV): -14.212
Net charge: +1
Spin multiplicity: 1


For reference, electronic energy by record: -7263.0359, -7261.5281, -9309.8325, -9310.3516, -9310.5590, -9310.2131, -9313.6558, -9311.2262 eV.
For reference, relative energy (zero: lowest compared OMol25 entry of this formula, charge and spin) by record: 117.7, 44.5, 142.6, 130.6, 125.8, 133.8, 54.4, 110.4 kcal/mol.